# 1
Density functional theory data (ωB97M-V/def2-TZVPD) for a 2-piece molecular cluster, CH3BrNO3S overall in a non-equilibrium geometry.

Positions of all 10 atoms, in Å:
C -0.100 0.505 1.123
N 1.886 0.615 -1.296
O -1.636 -0.171 -0.867
O -1.566 -1.170 1.414
O 0.057 -1.848 -0.341
S -0.852 -0.805 0.120
Br 0.757 1.566 -2.227
H -0.810 1.249 1.365
H 0.790 0.348 1.633
H 1.475 -0.289 -0.924

Its HOMO-LUMO gap (alpha / beta) is 6.463 / 8.627 eV. Its total energy is -3292.4804 a.u. Its total charge is -1. The spin multiplicity is 1. The max |F| is 6.08 eV/Å. As for the energy above the lowest of the compared OMol25 structures with the same formula, charge and spin: 72.4 kcal per mole. Its HOMO energy (alpha / beta) is -3.72 / -5.36 eV.

Löwdin population analysis, charges in e, atoms 1 to 2: number 1, C, carries -0.088; number 2, N, carries -0.529

# 2
Density functional theory data (ωB97M-V/def2-TZVPD) for C8H9BF2O2 as an isolated structure in a non-equilibrium geometry.

Positions of all 22 atoms, in Å:
B -1.268 1.396 0.427
C -1.900 -1.015 -0.409
C -0.724 -0.856 -0.999
C -2.677 -0.167 0.555
C 0.473 0.093 -1.086
C 3.504 -0.657 0.773
C 2.743 0.342 0.339
C 0.469 1.480 -0.483
C 1.239 0.356 0.215
O -1.599 2.299 1.274
O -3.981 0.096 0.290
F 0.912 2.644 -1.092
F 0.501 -0.083 1.267
H -2.536 -1.836 -0.680
H -0.554 -1.634 -1.642
H -2.470 -0.277 1.625
H 1.217 -0.145 -1.872
H 4.587 -0.685 0.670
H 3.059 -1.641 1.141
H 3.063 1.292 -0.112
H -1.055 3.223 1.342
H -4.317 -0.668 -0.228

Its HOMO-LUMO gap is 8.274 eV. Its total energy is -685.1065 a.u. Its total charge is 0. The spin multiplicity is 1. The max |F| is 6.44 eV/Å. As for the energy above the lowest of the compared OMol25 structures with the same formula, charge and spin: 85.6 kcal per mole. Its HOMO energy is -7.75 eV.

Löwdin population analysis, charges in e, atoms 1 to 2: number 1, B, carries -0.115; number 2, C, carries -0.099

# 3
Density functional theory data (ωB97M-V/def2-TZVPD) for the molecule C5H12N2 in a non-equilibrium geometry.

Positions of all 19 atoms, in Å:
C 0.986 -1.134 -1.039
C -0.071 -1.328 0.011
C -0.661 -0.115 0.722
C 0.004 0.556 1.882
C -0.369 1.909 1.182
H -0.370 -0.231 -2.379
H 0.182 -1.755 -2.776
H 1.536 -0.177 -0.715
H 1.800 -1.857 -1.019
H 0.475 -1.993 0.806
H -0.749 -2.040 -0.465
H -1.699 -0.417 0.901
H -0.384 0.505 2.873
H 1.106 0.356 1.629
H 0.219 2.746 1.100
H -1.355 2.198 1.537
H 0.512 1.242 -0.384
N 0.439 -0.840 -2.443
N -0.526 1.139 -0.080

Its HOMO-LUMO gap is 10.010 eV. Its total energy is -307.1287 a.u. Its total charge is 0. The spin multiplicity is 1. The max |F| is 3.96 eV/Å. As for the energy above the lowest of the compared OMol25 structures with the same formula, charge and spin: 63.2 kcal per mole. Its HOMO energy is -8.89 eV.

Löwdin population analysis, charges in e, atoms 1 to 2: number 1, C, carries -0.284; number 2, C, carries -0.195

# 4
Density functional theory data (ωB97M-V/def2-TZVPD) for C3H5F6NO4PbS2 as an isolated structure in a non-equilibrium geometry.

Positions of all 22 atoms, in Å:
Pb -0.064 -0.343 -0.153
C 0.795 -0.337 -2.257
H 1.873 -0.413 -2.189
H 0.385 -1.215 -2.751
H 0.502 0.562 -2.796
H -2.181 1.407 -1.105
H -2.649 0.803 -0.984
F 1.506 -4.029 2.371
C 1.951 -3.024 3.145
F 1.747 -3.379 4.416
F 3.280 -2.881 2.946
S 1.073 -1.476 2.508
O 1.426 -1.774 1.058
O -0.332 -1.733 2.836
N 1.677 -0.031 2.905
S 0.802 1.297 2.494
O 1.078 1.633 1.054
O -0.593 1.262 2.865
C 1.396 2.865 3.397
F 1.202 2.894 4.728
F 2.700 3.114 3.161
F 0.670 3.862 2.865

Its HOMO-LUMO gap is 8.348 eV. Its total energy is -2061.3105 a.u. Its total charge is 0. The spin multiplicity is 1. The max |F| is 2.58 eV/Å. As for the energy above the lowest of the compared OMol25 structures with the same formula, charge and spin: 26.1 kcal per mole. Its HOMO energy is -8.91 eV.

Löwdin population analysis, charges in e, atoms 1 to 2: number 1, Pb, carries 1.373; number 2, C, carries -0.333